Computed, not measured: C34H53HgN8O3P2S2 as an isolated structure, with the ωB97M-V functional and the def2-TZVPD basis.

Each line ends with the Mulliken charge.
Element x y z (Å)
Hg -0.417 1.287 0.521  0.52
C -2.135 -1.850 1.387  -2.02
N -1.518 -1.311 0.205  2.53
C -2.312 -1.423 -0.989  -2.01
C -1.755 -0.564 -2.078  -0.20
N -0.738 0.236 -1.952  0.75
C -0.562 0.815 -3.202  -0.20
C 0.408 1.711 -3.642  -0.38
C 0.360 2.111 -4.964  -0.87
C -0.632 1.635 -5.834  -0.58
C -1.596 0.738 -5.415  -0.99
C -1.535 0.336 -4.087  0.69
N -2.279 -0.560 -3.339  0.05
C -1.503 -1.290 2.623  0.01
N -0.479 -0.491 2.649  0.68
C -0.266 -0.208 3.992  -0.05
C 0.689 0.610 4.589  -0.77
C 0.666 0.724 5.966  -0.65
C -0.284 0.042 6.740  -0.39
C -1.238 -0.775 6.162  -1.21
C -1.207 -0.883 4.777  0.76
N -1.983 -1.584 3.870  0.06
H -2.115 -2.952 1.444  0.38
H -3.188 -1.552 1.386  0.71
H -0.531 -1.533 0.096  -0.77
H -3.323 -1.064 -0.764  0.63
H -2.410 -2.454 -1.371  0.34
H 1.165 2.076 -2.959  0.59
H 1.094 2.812 -5.338  0.48
H -0.641 1.980 -6.860  0.41
H -2.357 0.371 -6.091  0.46
H -3.120 -1.029 -3.627  0.23
H 1.413 1.137 3.983  0.50
H 1.391 1.355 6.463  0.42
H -0.271 0.160 7.816  0.39
H -1.972 -1.296 6.763  0.40
H -2.805 -2.124 4.073  0.19
C -2.701 6.276 -0.563  -1.49
C -2.456 4.961 -1.276  0.44
C -1.151 4.933 -2.039  -1.11
O -2.385 3.884 -0.312  -0.27
P -3.699 3.129 0.225  0.58
S -5.125 3.020 -1.079  -0.53
S -2.978 1.383 0.974  -0.55
O -4.201 4.002 1.480  -0.41
C -3.589 3.959 2.789  0.77
C -2.187 4.536 2.791  -1.01
C -4.526 4.725 3.701  -1.55
H -2.756 7.087 -1.291  0.47
H -1.886 6.491 0.131  0.26
H -3.639 6.247 -0.008  0.30
H -3.289 4.745 -1.948  0.36
H -0.309 5.091 -1.361  0.31
H -1.140 5.719 -2.797  0.45
H -1.027 3.972 -2.534  0.03
H -3.545 2.909 3.090  0.15
H -2.199 5.570 2.444  0.22
H -1.509 3.961 2.162  0.09
H -1.803 4.519 3.814  0.48
H -4.531 5.785 3.439  0.34
H -4.204 4.627 4.739  0.40
H -5.541 4.343 3.609  0.40
O 1.519 -1.084 0.100  -0.45
P 2.317 -2.235 -0.393  -0.93
N 2.094 -2.612 -1.995  0.49
C 0.992 -3.458 -2.449  0.11
C 1.146 -3.413 -3.963  -0.93
C 1.550 -1.958 -4.234  -0.23
C 2.244 -1.486 -2.942  -0.41
N 1.999 -3.668 0.408  0.39
C 2.889 -4.059 1.520  -0.56
C 2.108 -5.149 2.283  -0.68
C 0.744 -5.240 1.582  -0.90
C 0.628 -3.898 0.876  0.31
N 3.932 -1.957 -0.239  0.63
C 4.443 -0.729 0.369  -0.70
C 5.222 -0.080 -0.775  -0.59
C 5.812 -1.275 -1.548  -0.74
C 4.992 -2.503 -1.082  -0.81
H 0.012 -3.044 -2.164  -0.37
H 1.083 -4.458 -2.027  0.36
H 0.234 -3.704 -4.483  0.42
H 1.941 -4.096 -4.265  0.31
H 0.674 -1.338 -4.433  -0.28
H 2.206 -1.874 -5.099  0.47
H 1.769 -0.584 -2.550  0.24
H 3.305 -1.275 -3.093  0.04
H 3.098 -3.210 2.180  0.30
H 3.839 -4.416 1.127  0.30
H 1.988 -4.860 3.327  0.32
H 2.633 -6.104 2.269  0.35
H -0.078 -5.418 2.276  0.37
H 0.743 -6.042 0.843  0.35
H 0.321 -3.110 1.577  -0.46
H -0.076 -3.913 0.042  0.21
H 5.114 -0.984 1.198  0.43
H 3.624 -0.124 0.749  0.25
H 5.984 0.616 -0.426  0.50
H 4.523 0.474 -1.404  0.15
H 6.868 -1.415 -1.317  0.33
H 5.736 -1.129 -2.625  0.30
H 5.625 -3.175 -0.492  0.53
H 4.563 -3.080 -1.899  0.38

Cartesian forces, eV/Å:
Hg -0.0123 0.0741 -0.0115
C -0.0085 0.0048 -0.0186
N -0.0099 -0.0177 0.0067
C 0.0124 -0.0046 -0.0028
C -0.0350 0.0112 0.0456
N 0.1355 -0.0143 -0.0531
C -0.0160 0.0024 0.0168
C -0.0240 0.0231 0.0171
C -0.0034 0.0030 -0.0059
C 0.0090 0.0053 -0.0115
C 0.0108 -0.0031 0.0081
C -0.0258 -0.0120 -0.0014
N 0.0179 -0.0020 -0.0138
C -0.0225 -0.0161 -0.0080
N 0.0008 0.0145 0.0143
C 0.0112 0.0037 -0.0048
C 0.0007 -0.0024 0.0013
C -0.0071 -0.0055 0.0029
C 0.0030 0.0044 0.0022
C 0.0150 0.0059 -0.0017
C -0.0218 -0.0110 0.0127
N 0.0277 -0.0034 -0.0061
H 0.0018 -0.0014 -0.0037
H 0.0002 0.0039 -0.0019
H -0.0003 0.0324 -0.0068
H 0.0047 0.0224 0.0141
H -0.0061 -0.0057 -0.0062
H -0.0048 0.0142 0.0018
H 0.0042 -0.0008 0.0037
H -0.0022 -0.0026 -0.0015
H -0.0038 -0.0003 0.0004
H -0.0004 0.0020 0.0045
H 0.0015 0.0009 -0.0010
H 0.0018 0.0015 -0.0021
H -0.0007 -0.0007 0.0008
H -0.0040 -0.0029 -0.0033
H 0.0011 0.0026 0.0031
C -0.0161 0.0359 -0.0099
C -0.0280 0.0044 0.0449
C 0.0197 -0.0035 -0.0030
O 0.0434 0.0010 -0.0426
P -0.0206 -0.1031 0.1437
S -0.0440 -0.0103 -0.0409
S -0.0523 0.0311 -0.0562
O 0.1447 0.0362 -0.0521
C -0.0972 0.0177 0.0170
C 0.0218 0.0000 0.0353
C 0.0016 -0.0035 0.0016
H -0.0047 -0.0072 -0.0026
H 0.0087 -0.0128 0.0131
H 0.0057 -0.0078 0.0019
H 0.0095 -0.0065 -0.0046
H -0.0045 -0.0044 -0.0001
H -0.0057 0.0036 0.0071
H 0.0343 -0.0418 -0.0265
H -0.0147 0.0165 0.0104
H -0.0055 0.0156 -0.0147
H -0.0296 -0.0028 -0.0143
H 0.0178 0.0103 -0.0060
H -0.0083 -0.0021 -0.0115
H 0.0094 0.0066 -0.0019
H 0.0013 -0.0145 0.0117
O -0.0854 -0.1816 0.0498
P 0.0715 0.0796 -0.0149
N -0.0122 0.0166 0.0118
C -0.0085 -0.0014 -0.0008
C 0.0051 -0.0147 -0.0109
C 0.0164 0.0066 -0.0162
C -0.0128 -0.0303 -0.0032
N -0.0100 -0.0255 0.0531
C -0.0047 -0.0033 -0.0362
C 0.0139 -0.0056 0.0094
C -0.0121 -0.0006 0.0033
C 0.0251 -0.0173 -0.0116
N -0.0090 0.1403 -0.0751
C 0.0117 -0.0362 0.0080
C -0.0042 0.0071 -0.0080
C 0.0045 -0.0023 -0.0130
C -0.0095 -0.0587 0.0525
H -0.0185 0.0111 -0.0011
H 0.0075 -0.0026 -0.0030
H 0.0010 0.0074 -0.0029
H 0.0102 0.0033 0.0121
H -0.0164 -0.0152 0.0197
H -0.0090 0.0177 -0.0075
H 0.0085 0.0282 -0.0047
H 0.0124 -0.0208 -0.0021
H -0.0001 -0.0019 0.0055
H 0.0022 -0.0045 0.0025
H -0.0003 0.0026 -0.0005
H -0.0035 -0.0017 -0.0012
H 0.0010 -0.0050 0.0027
H 0.0047 0.0053 -0.0031
H 0.0114 -0.0087 0.0111
H -0.0058 0.0127 -0.0030
H -0.0079 0.0146 0.0132
H -0.0042 0.0034 -0.0062
H 0.0009 -0.0053 0.0034
H 0.0006 -0.0033 -0.0033
H -0.0027 0.0032 0.0141
H 0.0015 -0.0042 -0.0003
H -0.0010 -0.0171 -0.0146
H -0.0093 0.0241 -0.0191

Calculated values
F_max: 0.00402 hartree/bohr
Kohn-Sham gap (alpha / beta): 6.93 / 6.72 eV
HOMO energy (alpha / beta): -6.526 / -7.392 eV
Spin multiplicity: 2

Computed, not measured: a 5-piece molecular cluster, C34H54BN2O12 overall at a distorted geometry, with the ωB97M-V functional and the def2-TZVPD basis.

Each line ends with the Mulliken charge.
Element x y z (Å)
C 2.818 1.237 3.412  -0.66
C 3.530 0.680 2.005  0.66
C 4.967 -0.006 2.519  -1.22
C 2.610 -0.506 1.349  -0.24
C 1.432 0.005 0.329  0.96
C 2.117 -0.018 -1.197  -1.02
C 0.232 -1.126 0.363  0.02
O -1.102 -0.615 0.668  -0.84
B -1.552 -0.898 2.040  1.43
C -1.753 -2.531 2.360  0.77
C -1.091 -3.018 3.773  -0.56
C 0.568 -3.195 3.715  0.49
N 1.448 -2.613 4.841  -0.57
O 1.223 -3.860 2.759  -0.55
C -0.729 -0.097 3.225  0.06
C -0.686 1.540 3.041  -0.18
C -0.276 2.282 4.483  0.44
O -0.185 1.651 5.655  -0.57
O -0.066 3.756 4.377  -0.54
C -3.118 -0.295 2.122  0.34
C -3.973 -0.412 3.555  -0.26
C -5.473 0.247 3.558  -0.33
N -6.176 0.955 2.434  -0.61
C -5.391 1.025 1.156  -0.30
C -3.878 0.460 0.868  -0.43
H 2.284 0.392 4.020  0.04
H 3.702 1.684 4.060  0.50
H 2.130 2.124 3.081  -0.01
H 3.764 1.536 1.241  -0.16
H 5.643 -0.368 1.636  0.34
H 4.782 -0.873 3.303  0.20
H 5.524 0.850 3.127  0.36
H 3.284 -1.266 0.723  0.38
H 2.202 -1.155 2.262  -0.47
H 1.073 1.106 0.489  -0.22
H 1.357 0.374 -2.016  0.19
H 2.609 -1.048 -1.459  0.25
H 2.970 0.815 -1.148  0.19
H 0.619 -2.004 1.028  -0.21
H 0.179 -1.561 -0.748  -0.26
H -2.892 -2.827 2.365  0.36
H -1.258 -3.194 1.500  -1.00
H -1.496 -4.125 3.964  0.40
H -1.446 -2.403 4.724  0.26
H 2.080 -1.869 4.471  0.23
H 0.857 -2.271 5.631  0.35
H -1.267 -0.281 4.276  0.34
H 0.411 -0.443 3.280  -0.94
H -1.704 2.025 2.729  0.33
H 0.119 1.919 2.269  -0.01
H 0.180 4.000 3.424  0.37
H -3.480 -0.928 4.513  0.05
H -6.065 0.182 4.593  0.25
H -5.914 1.591 0.243  0.29
H -3.333 0.595 -0.166  0.28
O 2.886 0.558 -4.306  -0.63
C 2.259 1.586 -4.501  0.49
O 2.483 2.761 -3.843  -0.21
C 1.500 3.716 -4.240  0.05
C 0.995 3.235 -5.575  -0.58
C 1.110 1.736 -5.451  -0.46
H 0.710 3.740 -3.481  0.25
H 1.955 4.708 -4.309  -0.08
H -0.017 3.579 -5.802  0.36
H 1.660 3.589 -6.372  0.28
H 0.215 1.295 -5.003  0.24
H 1.331 1.270 -6.414  0.30
O -6.889 0.281 -1.583  -0.62
C -6.470 -0.823 -1.890  0.51
O -5.696 -1.076 -2.985  -0.37
C -5.484 -2.483 -3.094  -0.41
C -5.713 -3.028 -1.709  -0.23
C -6.763 -2.097 -1.157  -0.28
H -6.194 -2.888 -3.823  0.26
H -4.466 -2.677 -3.446  0.26
H -6.014 -4.079 -1.704  0.36
H -4.794 -2.937 -1.117  0.01
H -7.774 -2.430 -1.408  0.29
H -6.655 -1.965 -0.078  0.22
O 2.846 6.766 -3.879  -0.64
C 3.580 6.322 -3.011  0.60
O 3.152 5.883 -1.791  -0.32
C 4.284 5.538 -0.993  -0.33
C 5.396 5.275 -1.974  -0.44
C 5.073 6.221 -3.103  -0.44
H 4.508 6.377 -0.325  0.29
H 4.054 4.656 -0.390  0.21
H 6.391 5.426 -1.548  0.34
H 5.336 4.240 -2.334  0.20
H 5.508 7.211 -2.941  0.28
H 5.382 5.815 -4.068  0.25
O -1.954 -4.255 -3.447  -0.62
C -1.220 -4.699 -2.579  0.49
O -1.648 -5.138 -1.359  -0.37
C -0.516 -5.482 -0.562  0.37
C 0.596 -5.746 -1.542  -0.61
C 0.273 -4.800 -2.671  -0.19
H -0.292 -4.644 0.106  -0.38
H -0.746 -6.365 0.042  0.34
H 1.591 -5.595 -1.116  0.33
H 0.536 -6.781 -1.902  0.28
H 0.708 -3.810 -2.509  0.08
H 0.582 -5.206 -3.636  0.32

Cartesian forces, eV/Å:
C 1.3055 0.7731 -1.2249
C 0.4532 -1.7459 1.3321
C -0.2196 1.0807 0.3886
C 0.4354 0.0569 0.1176
C 0.7036 -1.3051 -1.0229
C 0.1998 1.6440 0.8689
C 0.1022 0.2212 -1.4718
O 2.5233 -0.9631 -0.2539
B -1.6855 0.3881 0.3532
C 0.5446 -1.6373 -0.0007
C 0.0899 -1.8516 0.4494
C 3.0451 -1.7134 -2.4591
N -2.4164 -0.4844 -1.8347
O -4.0247 3.8992 5.0836
C 0.9916 1.3195 1.2834
C 0.4906 0.5970 1.1374
C 0.1816 -2.1817 3.5438
O -0.5040 4.6209 -7.2369
O 0.2606 -2.9508 -0.8313
C -4.5183 2.0725 0.3860
C -2.0960 2.3282 -3.8974
C 2.4050 -0.3859 -1.4334
N 5.5450 -2.4067 -0.6871
C 1.9737 -1.0092 1.3041
C -2.1745 -0.5333 4.5070
H 0.8571 1.7804 -1.3334
H -1.9864 -0.8145 -1.1520
H 0.9826 -1.8267 1.0992
H -0.5202 -1.5224 1.4954
H -1.3307 0.5790 1.6844
H 0.2245 1.6375 -1.8038
H -0.8844 -1.8498 -1.3611
H -1.2865 1.6873 1.3395
H 0.6388 1.4390 -2.0314
H 0.4913 -2.1888 0.0533
H 1.5059 -1.1679 1.7083
H -1.1561 1.9728 0.4243
H -1.5659 -1.9016 -0.3433
H -1.0210 1.5130 -0.8742
H 0.0552 0.8227 2.1788
H 2.2199 0.4554 0.1840
H -0.9771 1.2923 1.8550
H 1.0546 2.1639 -0.2867
H 1.0594 -1.0730 -2.1378
H -0.7691 -1.0310 0.4224
H 0.6710 0.0233 -1.2149
H 1.4850 0.4487 -2.1699
H -2.3800 0.6767 0.1699
H 1.7359 -1.0802 0.6099
H -1.5781 -0.8958 1.4060
H -0.7934 -0.9494 1.8434
H -1.4049 1.3168 -2.3358
H 1.2223 0.2733 -2.6397
H 1.0534 -1.4369 2.4269
H -1.3023 -0.3203 2.3728
O -0.5878 1.9473 -0.1231
C 0.9879 -1.9423 0.5801
O 0.3860 -0.8654 -0.1813
C -0.2898 0.9041 0.1703
C -0.4494 0.3998 -0.6617
C -0.1324 0.1989 -0.4818
H 0.0732 -0.0242 -0.0395
H -0.0636 -0.3162 0.1863
H 0.1632 0.0298 0.0829
H -0.1105 0.0047 0.1211
H 0.1194 -0.1252 -0.0531
H -0.0963 -0.2626 0.3460
O 0.8911 -1.5097 -1.0121
C -0.9031 1.8740 0.4477
O -0.3947 0.6449 0.5137
C 0.4824 -0.5427 -0.4683
C 0.3071 -0.7566 0.4244
C 0.2537 -0.3324 0.3809
H -0.0029 0.0458 0.0149
H -0.1829 0.1961 -0.0365
H 0.1030 0.1196 -0.0784
H -0.1313 -0.0435 -0.1338
H -0.0173 0.1444 0.0962
H -0.3062 0.2173 -0.1757
O 0.6963 -0.7905 1.5451
C -1.1773 0.9770 -1.1032
O -0.2016 0.3206 -0.9829
C 0.1768 -0.2946 0.7566
C 0.7989 -0.5242 0.0567
C 0.3895 -0.3732 -0.0908
H -0.0528 -0.0376 -0.0475
H -0.1973 0.2357 -0.1113
H -0.1695 -0.0419 0.0239
H -0.0004 0.1590 0.1053
H -0.0839 -0.0123 -0.1663
H -0.1420 0.3974 0.0241
O 0.6042 -0.8232 1.4957
C -1.2649 0.9696 -1.0780
O -0.2456 0.2625 -1.0814
C 0.2706 -0.1067 0.8845
C 0.7987 -0.4595 0.0831
C 0.3870 -0.3529 -0.0970
H -0.0143 -0.1005 -0.0305
H -0.1943 0.2486 -0.0832
H -0.1889 -0.0297 0.0443
H 0.0256 0.1169 0.0704
H -0.0876 -0.0117 -0.1394
H -0.1382 0.4092 0.0120

Calculated values
F_max: 0.16727 hartree/bohr
Kohn-Sham gap: 7.33 eV
HOMO energy: -5.426 eV
Net charge: -1